Formula: C4H12N2O2
Source: OMol25
Level of theory: ωB97M-V with the def2-TZVPD basis set

Properties
Energy above the lowest of the compared OMol25 structures with the same formula, charge and spin   2.283 eV
LUMO energy   0.752 eV
HOMO   -0.33092 hartree
E   -11416.9334 eV
HOMO-LUMO gap   0.359 hartree

Positions of all 20 atoms, in Å:
O 0.713653 0.983054 -3.181574
C 1.593490 1.212042 -2.095368
N 1.022872 0.980917 -0.789576
C 1.135896 -0.358772 -0.238196
C -0.163072 -0.850789 0.410069
N -0.830063 0.219887 1.119148
C -1.977628 -0.197324 1.892875
O -1.718129 -1.105000 2.940093
H 0.191431 0.198358 -2.989371
H 2.488138 0.601945 -2.214432
H 1.937320 2.240707 -2.171995
H 0.082668 1.359905 -0.763960
H 1.407599 -1.076283 -1.010972
H 1.900285 -0.367846 0.533036
H -0.877881 -1.183613 -0.338256
H 0.155650 -1.652554 1.086275
H -0.254424 0.862338 1.648721
H -2.735063 -0.540993 1.195959
H -2.403530 0.683016 2.355232
H -1.669211 -2.008997 2.612291

Cartesian forces (eV/Å) of the 3 atoms listed first:
O -0.229 0.162 -0.144
C 0.300 -0.062 0.513
N 0.090 0.318 -0.749

=====

Formula: C4H12N2O2
Source: OMol25
Level of theory: ωB97M-V with the def2-TZVPD basis set

Properties
Energy above the lowest of the compared OMol25 structures with the same formula, charge and spin   2.792 eV
LUMO energy   0.607 eV
HOMO   -0.32567 hartree
E   -11416.4251 eV
HOMO-LUMO gap   0.348 hartree

Positions of all 20 atoms, in Å:
C 0.439343 -0.280352 1.471973
C 0.529523 0.916918 0.559979
C 1.877846 1.159350 -0.010078
O 2.672685 0.351776 -0.430764
N -0.396383 0.721376 -0.538407
C -1.871286 0.595044 -0.279545
N -2.420253 -0.742717 -0.456131
H 1.173301 -0.190605 2.310611
H -0.543543 -0.505115 1.939345
H 0.545070 -1.291705 1.106137
H 0.243702 1.900611 1.183530
H 2.008571 2.259786 -0.274008
H -0.149783 -0.184100 -1.005860
H -2.344604 1.331165 -0.990635
H -1.973826 0.973908 0.794699
H -2.346615 -1.092120 -1.394935
H -1.952367 -1.358514 0.237247
O 1.277000 -1.830406 -1.295060
H 1.896146 -1.288030 -0.753960
H 1.335469 -1.446264 -2.174144

Cartesian forces (eV/Å) of the 3 atoms listed first:
C 0.370 -0.919 2.772
C -2.346 0.020 2.185
C 0.350 1.705 -2.063

=====

Formula: C4H12N2O2
Source: OMol25
Level of theory: ωB97M-V with the def2-TZVPD basis set

Properties
Energy above the lowest of the compared OMol25 structures with the same formula, charge and spin   4.543 eV
LUMO energy   0.920 eV
HOMO   -0.34433 hartree
E   -11414.6741 eV
HOMO-LUMO gap   0.378 hartree

Positions of all 20 atoms, in Å:
C 2.275120 0.501294 0.013659
C 1.012550 1.003124 -0.670270
C -0.191429 1.080814 0.276299
N -1.080739 2.137254 -0.183900
C -0.941929 -0.265646 0.388329
O -0.034239 -1.362336 0.309410
N -0.593889 -2.609676 0.557940
O -1.609800 -2.894686 -0.394110
H 3.111641 0.545484 -0.685851
H 2.141850 -0.532976 0.328269
H 2.513691 1.109994 0.879149
H 1.176441 2.016154 -1.050250
H 0.773941 0.359474 -1.522150
H 0.163410 1.359184 1.281610
H -1.924109 2.165564 0.387379
H -1.367479 1.951044 -1.132670
H -1.663819 -0.353136 -0.432051
H -1.482700 -0.322486 1.326890
H -1.122329 -2.554176 1.449169
H -1.156179 -3.334266 -1.126850

Cartesian forces (eV/Å) of the 3 atoms listed first:
C -0.010 -0.269 -0.393
C -0.080 0.153 0.215
C 0.157 -0.429 0.034

=====

Formula: C4H12N2O2
Source: OMol25
Level of theory: ωB97M-V with the def2-TZVPD basis set

Properties
Energy above the lowest of the compared OMol25 structures with the same formula, charge and spin   1.267 eV
LUMO energy   0.712 eV
HOMO   -0.35572 hartree
E   -11417.9502 eV
HOMO-LUMO gap   0.382 hartree

Positions of all 20 atoms, in Å:
C 1.750907 1.921861 0.250379
C 1.353041 0.554044 0.875957
N 0.067040 0.208415 0.292974
C -0.847652 -0.688232 0.990266
C -2.179875 -0.926869 0.316348
N -2.277401 -1.451814 -0.918416
O -3.190276 -0.822728 1.008415
H 1.522858 1.792335 -0.802295
H 1.263745 2.777691 0.751820
H 2.814865 2.208506 0.410140
H 2.172960 -0.148419 0.747988
H 1.272394 0.635854 1.954502
H -0.421309 1.064225 0.062680
H -0.312823 -1.649856 0.960207
H -1.035424 -0.504822 2.040383
H -1.422923 -1.594113 -1.449593
H -3.184867 -1.589074 -1.322995
O 0.602563 -0.641949 -2.380610
H 0.521754 -0.249295 -1.476667
H 1.530422 -0.895759 -2.311481

Cartesian forces (eV/Å) of the 3 atoms listed first:
C 0.805 -0.170 1.214
C 0.177 1.408 0.649
N -0.587 0.214 -0.687

=====

Formula: C4H12N2O2
Source: OMol25
Level of theory: ωB97M-V with the def2-TZVPD basis set

Properties
Energy above the lowest of the compared OMol25 structures with the same formula, charge and spin   1.560 eV
LUMO energy   0.354 eV
HOMO   -0.35649 hartree
E   -11417.6571 eV
HOMO-LUMO gap   0.370 hartree

Positions of all 20 atoms, in Å:
C 0.000000 0.000000 0.000000
N -0.437440 -0.929010 1.012910
C -1.510759 -1.762909 1.035450
O -2.242419 -2.017549 0.093760
C -1.579769 -2.509219 2.387369
C -1.837439 -1.486019 3.565879
N -1.859499 -2.197869 4.863568
H -0.687870 0.851960 -0.132670
H -0.015140 -0.610710 -0.918370
H 1.020900 0.391440 0.145400
H 0.209660 -1.024550 1.799449
H -2.290839 -3.357609 2.379549
H -0.564560 -2.922389 2.542559
H -0.977970 -0.789330 3.528939
H -2.756449 -0.896800 3.382339
H -2.727409 -2.739009 4.944668
H -1.933799 -1.436730 5.547538
O 3.255379 -2.717979 6.476357
H 3.805619 -2.243009 5.813097
H 2.340439 -2.673829 6.116918

Cartesian forces (eV/Å) of the 3 atoms listed first:
C -0.590 -0.545 -1.529
N 1.223 0.648 1.657
C 0.042 -1.422 -0.035

=====

Formula: C4H12N2O2
Source: OMol25
Level of theory: ωB97M-V with the def2-TZVPD basis set

Properties
Energy above the lowest of the compared OMol25 structures with the same formula, charge and spin   1.482 eV
LUMO energy   0.676 eV
HOMO   -0.35143 hartree
E   -11417.7351 eV
HOMO-LUMO gap   0.376 hartree

Positions of all 20 atoms, in Å:
C -2.109914 -0.182529 1.510970
C -1.511612 -1.083696 0.416756
C -0.996100 -0.263180 -0.729650
O -1.774364 0.364704 -1.434874
N 0.329472 -0.296671 -1.114943
C 1.443896 -1.012262 -0.452674
N 2.441537 -0.132205 0.105183
H -3.174434 -0.232201 1.654355
H -1.779176 -0.547176 2.473917
H -1.751050 0.834717 1.450838
H -0.723298 -1.719250 0.812022
H -2.271484 -1.803469 0.114425
H 0.444614 0.332696 -1.895212
H 1.063947 -1.698707 0.280575
H 1.890595 -1.513766 -1.284586
H 2.995942 0.382766 -0.556783
H 1.979537 0.453424 0.788345
O 1.332735 3.027313 -0.566397
H 1.187561 2.190365 -0.117929
H 0.981596 2.899127 -1.454337

Cartesian forces (eV/Å) of the 3 atoms listed first:
C 0.719 -0.512 0.826
C 0.089 -0.191 0.678
C -0.398 -0.403 -1.669

=====

Formula: C4H12N2O2
Source: OMol25
Level of theory: ωB97M-V with the def2-TZVPD basis set

Properties
Energy above the lowest of the compared OMol25 structures with the same formula, charge and spin   5.257 eV
LUMO energy   0.635 eV
HOMO   -0.26643 hartree
E   -11413.9603 eV
HOMO-LUMO gap   0.290 hartree

Positions of all 20 atoms, in Å:
C -0.041638 -0.642904 -0.646879
C -0.080103 0.618648 0.056329
C -1.350737 -1.501541 0.556268
C -1.257091 1.537013 -0.183472
N 1.307597 1.489177 -0.728547
N 2.565454 0.905107 -0.474295
O 1.035645 -1.489735 -0.488807
O -0.508868 -1.990401 1.607608
H 0.990746 -1.825636 0.435989
H -0.509505 -1.350912 2.331752
H 1.160388 1.512960 -1.739934
H -0.398342 -0.638143 -1.675788
H 0.274767 0.582316 1.084560
H 2.731283 0.832098 0.526697
H 2.657860 -0.041658 -0.859865
H -2.216691 -0.972465 0.954505
H -1.683245 -2.359878 -0.026524
H -2.076681 1.317196 0.504246
H -0.963753 2.578498 -0.029120
H -1.637087 1.440262 -1.204724

Cartesian forces (eV/Å) of the 3 atoms listed first:
C -3.408 -2.501 2.801
C 3.745 3.156 -2.655
C 1.743 -0.381 -1.791

=====

Formula: C4H12N2O2
Source: OMol25
Level of theory: ωB97M-V with the def2-TZVPD basis set

Properties
Energy above the lowest of the compared OMol25 structures with the same formula, charge and spin   2.013 eV
LUMO energy   0.842 eV
HOMO   -0.32960 hartree
E   -11417.2035 eV
HOMO-LUMO gap   0.361 hartree

Positions of all 20 atoms, in Å:
N 1.820571 -1.756619 -0.016509
C 0.917851 -0.762317 0.558934
C 1.570666 0.636596 0.591867
O 0.980812 1.485105 1.578585
C -0.327214 -0.733938 -0.321564
N -1.314124 0.221291 0.185566
C -2.413248 0.472086 -0.691951
O -2.054460 1.037037 -1.959768
H 2.233215 -1.490355 -0.895204
H 2.460769 -2.147226 0.649096
H 0.621719 -1.078058 1.560174
H 1.423791 1.121761 -0.371873
H 2.627771 0.523209 0.783742
H 0.940324 0.991264 2.406974
H -0.801931 -1.713443 -0.321821
H 0.002346 -0.462363 -1.327629
H -0.878750 1.069733 0.525371
H -3.127163 1.102306 -0.161914
H -2.872805 -0.480994 -0.951146
H -1.810139 1.964918 -1.820936

Cartesian forces (eV/Å) of the 3 atoms listed first:
N -0.788 -0.263 0.375
C 0.235 0.078 -1.080
C -0.618 -0.400 0.736

=====

Formula: C4H12N2O2
Source: OMol25
Level of theory: ωB97M-V with the def2-TZVPD basis set

Properties
Energy above the lowest of the compared OMol25 structures with the same formula, charge and spin   2.602 eV
LUMO energy   0.745 eV
HOMO   -0.34398 hartree
E   -11416.6146 eV
HOMO-LUMO gap   0.371 hartree

Positions of all 20 atoms, in Å:
C -1.809524 -2.057749 0.889031
C -1.354503 -0.606608 0.388691
C 0.172214 -0.580300 0.094771
N 1.004726 0.583342 0.753519
C 1.826821 1.323600 -0.094229
N 2.754415 0.587982 -0.824131
O 1.782892 2.503530 0.004688
H -0.943126 -2.773662 1.058503
H -2.368141 -2.116171 1.682999
H -2.392827 -2.488906 0.130809
H -1.571058 0.269271 1.065364
H -1.987772 -0.395219 -0.566024
H 0.646503 -1.396336 0.613384
H 0.396530 -0.791264 -1.073749
H 0.320265 1.129311 1.405379
H 3.122347 -0.311021 -0.455027
H 3.318161 0.979482 -1.487714
O -1.350498 1.903993 -1.220482
H -1.097572 2.691958 -0.712991
H -0.469858 1.544770 -1.652799

Cartesian forces (eV/Å) of the 3 atoms listed first:
C 4.701 0.822 -3.629
C -0.762 -0.016 -0.743
C 1.353 -0.158 -0.970

=====

Formula: C4H12N2O2
Source: OMol25
Level of theory: ωB97M-V with the def2-TZVPD basis set

Properties
Energy above the lowest of the compared OMol25 structures with the same formula, charge and spin   1.473 eV
LUMO energy   0.656 eV
HOMO   -0.33949 hartree
E   -11417.7437 eV
HOMO-LUMO gap   0.364 hartree

Positions of all 20 atoms, in Å:
C 2.373704 1.067003 0.500307
N 0.977674 1.349749 0.123932
C 0.404176 0.438489 -0.859960
C 0.014111 -0.893038 -0.226823
N -1.406092 -1.193432 -0.457372
C -1.795772 -2.487231 -0.580962
O -1.056136 -3.409351 -0.859044
H 2.969775 1.977265 0.400485
H 2.435698 0.730786 1.529204
H 2.828262 0.340803 -0.169989
H 0.905966 2.308663 -0.179533
H -0.476092 0.930725 -1.251795
H 1.080652 0.229511 -1.699481
H 0.133234 -0.827446 0.864219
H 0.601355 -1.756510 -0.501091
H -1.998292 -0.517298 0.006737
H -2.869652 -2.651772 -0.430373
O -1.880430 1.110422 1.195630
H -0.929971 1.287485 1.265782
H -2.312171 1.965174 1.330128

Cartesian forces (eV/Å) of the 3 atoms listed first:
C -0.255 0.502 -0.211
N 0.227 0.035 0.273
C 0.426 -0.110 -0.033

=====

Repeat the sixth record exactly.
Formula: C4H12N2O2
Source: OMol25
Level of theory: ωB97M-V with the def2-TZVPD basis set

Properties
Energy above the lowest of the compared OMol25 structures with the same formula, charge and spin   1.482 eV
LUMO energy   0.676 eV
HOMO   -0.35143 hartree
E   -11417.7351 eV
HOMO-LUMO gap   0.376 hartree

Positions of all 20 atoms, in Å:
C -2.109914 -0.182529 1.510970
C -1.511612 -1.083696 0.416756
C -0.996100 -0.263180 -0.729650
O -1.774364 0.364704 -1.434874
N 0.329472 -0.296671 -1.114943
C 1.443896 -1.012262 -0.452674
N 2.441537 -0.132205 0.105183
H -3.174434 -0.232201 1.654355
H -1.779176 -0.547176 2.473917
H -1.751050 0.834717 1.450838
H -0.723298 -1.719250 0.812022
H -2.271484 -1.803469 0.114425
H 0.444614 0.332696 -1.895212
H 1.063947 -1.698707 0.280575
H 1.890595 -1.513766 -1.284586
H 2.995942 0.382766 -0.556783
H 1.979537 0.453424 0.788345
O 1.332735 3.027313 -0.566397
H 1.187561 2.190365 -0.117929
H 0.981596 2.899127 -1.454337

Cartesian forces (eV/Å) of the 3 atoms listed first:
C 0.719 -0.512 0.826
C 0.089 -0.191 0.678
C -0.398 -0.403 -1.669

=====

Which of these has the highest E? number 7

=====

What is the formula in the third record? C4H12N2O2